C5H17N2O | ωB97M-V/def2-TZVPD

Structure (ORCA input):
```
! RIJCOSX wB97M-V def2-TZVPD def2/J DEFGRID3
* xyz 1 1
N 1.91747 0.21006 0.39035
C 1.11068 -1.08454 0.31698
C 0.55201 -1.69116 1.61579
C 0.99038 -0.85033 2.81465
C -0.97021 -1.87401 1.76364
C 0.00291 -0.78856 -0.72822
N -0.60295 0.46325 -0.43878
H 1.53401 0.89851 1.02230
H 2.07599 0.45736 -0.58986
H 2.81286 -0.04145 0.78644
H 1.89125 -1.75846 -0.16194
H 1.14037 -2.64014 1.88400
H 0.81505 -1.37321 3.76554
H 0.29468 -0.00975 3.10772
H 2.06214 -0.67893 2.81290
H -1.05118 -2.95080 2.05338
H -1.68746 -1.70496 0.96012
H -1.38437 -1.52242 2.73649
H -0.70808 -1.64327 -0.74003
H 0.46666 -0.93505 -1.74419
H -1.22637 0.74427 -1.17086
H -0.94611 0.53905 0.52507
H -2.26829 4.01967 -5.65213
H -1.94026 5.04014 -4.62411
O -2.68948 4.51080 -4.93718
*
```

The lowest unoccupied orbital energy comes out at -3.36 eV. The calculation puts the HOMO energy at -0.492 Ha. Its gap between HOMO and LUMO is 10.03 eV. For the relative energy (zero: lowest compared OMol25 entry of this formula, charge and spin), the calculation gives 215.2 kJ/mol.